No. 1
This record from the Open Molecules 2025 dataset describes C16H14BF5HfN6 as an isolated structure. The level of theory is ωB97M-V/def2-TZVPD.

As for the highest occupied orbital energy: -15.3 eV. Its net charge is +2. The orbital gap is 7.5 eV.

Structure (XYZ):
```
43
C16H14BF5HfN6 ωB97M-V/def2-TZVPD
H 0.02099 -1.55561 -3.21501
N -0.78442 -0.16684 -1.83688
B -1.99436 1.92396 -0.79109
N -1.76561 0.84135 -1.92250
C -2.28505 0.82193 -3.15158
Hf 0.14164 -0.14850 -0.00154
H -3.05556 1.55675 -3.37101
C -1.67450 -0.19592 -3.90033
H -1.86999 -0.45406 -4.92550
C -0.72811 -0.78644 -3.05793
H -2.82843 2.69689 -1.11976
C 3.45093 0.63740 2.01415
H 3.02380 0.27412 2.95281
H 2.83788 0.19894 1.17367
H 3.33494 1.73645 2.04010
N -0.66664 2.70655 -0.55016
N -2.33580 1.21046 0.56159
N 0.48469 2.01044 -0.19886
N -1.48989 0.26500 1.16179
C -0.39818 4.01412 -0.67320
C -3.34871 1.45743 1.39264
H -1.18078 4.70408 -0.97517
H -4.11153 2.14575 1.06065
C 0.95901 4.19206 -0.40999
C -3.19874 0.67456 2.54837
C 1.49304 2.93052 -0.12222
C -2.02903 -0.06088 2.38057
H 1.47818 5.11597 -0.44795
H -3.85964 0.64721 3.38762
H 2.50685 2.62362 0.11047
H -1.51637 -0.76286 3.03223
H 4.49070 0.25566 1.92572
F 0.40796 -2.23353 2.61796
C 0.89548 -2.89316 1.51689
C 1.09925 -2.19283 0.32966
C 1.79626 -2.81052 -0.71032
F 2.18062 -2.06276 -1.79734
C 2.11354 -4.17483 -0.65865
F 2.64806 -4.81786 -1.72450
C 1.77835 -4.88571 0.50324
F 1.92847 -6.22481 0.51899
C 1.19506 -4.25557 1.61317
F 0.85561 -4.95852 2.71922
```

Here are the Löwdin charges for atoms 1 to 2, given in e: number 1, H, carries 0.131; number 2, N, carries -0.141



No. 2
This record from the Open Molecules 2025 dataset describes C5H11NO as an isolated structure. The level of theory is ωB97M-V/def2-TZVPD.

As for the highest occupied orbital energy: -8.6 eV. The orbital gap is 9.0 eV.

Structure (XYZ):
```
18
C5H11NO ωB97M-V/def2-TZVPD
C 1.76719 -1.33110 -0.46419
C 1.14267 -0.71715 0.78833
N -0.25447 -0.29160 0.77370
C -1.09638 -0.85636 -0.09833
C -0.45948 1.04795 -0.40370
O 0.59422 1.36267 -0.92699
C -1.41228 1.98606 0.30626
H 2.82640 -1.52833 -0.26377
H 1.70350 -0.63122 -1.30088
H 1.31122 -2.28601 -0.75043
H 1.72093 0.16878 1.07048
H 1.20849 -1.42144 1.62385
H -0.79482 -1.65471 -0.77990
H -2.16580 -0.80565 0.12169
H -1.23526 0.25691 -1.10576
H -0.79750 2.75399 0.78529
H -2.01261 1.48328 1.06457
H -2.04603 2.46393 -0.44023
```

Here are the Löwdin charges for atoms 1 to 2, given in e: number 1, C, carries -0.100; number 2, C, carries -0.261



No. 3
This record from the Open Molecules 2025 dataset describes one molecule with the formula C5H9NO. The level of theory is ωB97M-V/def2-TZVPD.

As for the highest occupied orbital energy: -9.6 eV. The orbital gap is 10.4 eV. Its SMILES is CC1(C)CNC1=O.

Structure (XYZ):
```
16
C5H9NO ωB97M-V/def2-TZVPD
C 1.45300 0.68067 -0.05440
C 0.12825 -0.00323 0.14072
C 0.14689 -1.25959 1.01229
C -1.03792 0.92500 0.36368
N -1.69703 0.07391 -0.97976
C -0.43880 -0.37537 -1.20352
O 0.10616 -0.85623 -2.17213
H 1.95940 0.09357 -0.82319
H 2.03276 0.72660 0.86717
H 1.30761 1.69377 -0.44786
H 0.51877 -1.06821 2.02339
H 0.80131 -1.99675 0.53672
H -0.84888 -1.71560 1.08227
H -1.35316 0.96391 1.43662
H -0.88865 1.94884 0.02337
H -2.28304 0.10159 -1.84212
```

Here are the Löwdin charges for atoms 1 to 2, given in e: number 1, C, carries -0.025; number 2, C, carries -0.536



No. 4
This record from the Open Molecules 2025 dataset describes one molecule with the formula C3H4N2O. The level of theory is ωB97M-V/def2-TZVPD.

As for the highest occupied orbital energy: -8.8 eV. The orbital gap is 9.5 eV. Its SMILES is Oc1ccn[nH]1.

Structure (XYZ):
```
10
C3H4N2O ωB97M-V/def2-TZVPD
O 1.98221 -0.07717 0.05157
C 0.66186 0.09695 -0.11348
C -0.19722 1.18894 -0.07967
C -1.44414 0.52356 0.09868
N -1.39993 -0.76664 0.02487
N -0.03834 -0.99439 -0.02507
H 2.37979 0.78807 0.32247
H -0.03088 2.28919 -0.09667
H -2.44818 0.99357 0.04811
H 0.18647 -1.98299 -0.11828
```

Here are the Löwdin charges for atoms 1 to 2, given in e: number 1, O, carries 0.077; number 2, C, carries -0.436



No. 5
This record from the Open Molecules 2025 dataset describes a 2-piece molecular cluster, CHBrClNO overall. The level of theory is ωB97M-V/def2-TZVPD.

As for the highest occupied orbital energy (spin up / spin down): -9.5 / -8.6 eV. The orbital gap (spin up / spin down) is 8.7 / 7.8 eV.

Structure (XYZ):
```
6
CHBrClNO ωB97M-V/def2-TZVPD
C -0.10492 1.68928 -1.65891
N 0.58123 0.60375 0.35911
O -1.06792 2.31415 -1.44920
Cl -0.31331 1.34189 1.55229
Br 0.92911 1.06920 -3.04719
H 0.03684 -0.08074 -0.15763
```

Here are the Löwdin charges for atoms 1 to 2, given in e: number 1, C, carries -0.778; number 2, N, carries -0.492



No. 6
This record from the Open Molecules 2025 dataset describes a 2-piece molecular cluster, CH2F2N2 overall. The level of theory is ωB97M-V/def2-TZVPD.

As for the highest occupied orbital energy (spin up / spin down): -6.5 / -13.0 eV. The orbital gap (spin up / spin down) is 7.5 / 12.3 eV. Its expectation value of S² is 2.007. Its spin multiplicity is 3.

Structure (XYZ):
```
7
CH2F2N2 ωB97M-V/def2-TZVPD
C -1.45364 0.12037 0.25234
N 1.04117 0.54870 -0.67808
N 0.53891 -0.36915 -0.14765
F -1.88330 -1.17709 0.02260
F -1.88452 0.95159 -0.66592
H -1.39232 0.16975 1.38010
H 1.89046 0.39292 -1.18047
```

Here are the Löwdin charges for atoms 1 to 2, given in e: number 1, C, carries -0.285; number 2, N, carries 0.002



These records have ΔE to the lowest compared entry with this formula, charge and spin values of 12.86, 429.80, 194.64, 145.49, 351.69, 138.77 kJ/mol, in the order they appear.